C48H40B3NO9 | ωB97M-V/def2-TZVPD

Structure (XYZ):
```
101
Properties=species:S:1:pos:R:3:forces:R:3
H -3.279978 -2.146318 7.205989 -0.02 0.05 0.02
H 6.502502 7.136486 -8.446434 -0.02 -0.01 -0.03
H 4.491381 5.241900 -12.524003 0.02 0.01 0.03
H 2.684967 -2.647189 5.400571 -0.03 -0.01 0.00
C 6.241222 2.573336 -1.364149 -0.01 -0.03 -0.02
C 4.045204 -1.523304 -3.573717 0.01 0.00 0.01
H -11.539352 -3.260781 6.147979 -0.04 -0.01 0.03
H 4.319229 -1.937920 -1.480384 0.00 0.02 0.02
O 0.239636 -3.003394 5.550621 0.00 0.00 0.02
C -0.941469 -3.365763 3.540260 0.04 0.00 -0.01
C 7.140702 4.139333 0.219233 0.00 0.00 -0.01
H 6.165950 1.279489 1.761932 -0.01 -0.02 -0.02
C 5.563408 5.376094 -5.701880 0.02 0.06 0.01
C 3.952994 -2.615924 3.660023 -0.03 -0.01 0.00
C -11.381969 -0.758457 6.504190 0.02 0.06 0.03
C 2.842038 -2.937216 1.554278 0.06 0.02 -0.01
C 1.623812 -3.046100 2.212089 -0.04 -0.01 0.00
H -10.593936 0.689173 7.729708 0.03 0.03 -0.09
O 5.297400 -0.498743 0.285314 0.02 -0.04 0.02
B -6.097527 -1.070960 4.871117 -0.04 -0.25 -0.05
H -2.161116 -3.509119 5.283878 0.03 0.02 0.00
C 5.210598 5.438810 -8.456209 0.00 -0.01 -0.03
H -4.240361 -3.940403 4.002070 0.03 0.02 -0.04
C -2.147016 -3.553568 4.203326 -0.07 0.00 0.02
C 4.587078 4.450082 -7.690767 -0.03 0.00 -0.04
C -10.921784 -3.215422 7.050632 0.22 0.13 0.01
C -10.742289 -1.745058 7.467486 -0.28 -0.01 0.18
C 3.751536 3.392037 -8.325500 0.01 0.01 -0.02
H -11.218638 -1.581362 8.438106 0.09 0.00 0.06
H -9.554567 -2.669086 4.963738 0.02 -0.09 -0.10
C -4.249034 -2.448212 7.599131 0.08 -0.38 -0.06
H 2.427075 1.646421 -9.831932 0.00 0.02 0.03
C 4.198382 4.433605 -10.571624 0.02 0.01 0.04
B -7.614115 -2.446701 5.947866 -0.05 0.17 0.39
C 5.022287 5.503245 -9.933075 -0.01 -0.02 0.01
C 4.032874 4.447533 -11.951225 -0.02 -0.03 -0.05
O -6.647626 -2.944263 6.812118 0.08 0.16 -0.27
C 0.386151 -3.256338 1.406499 0.00 0.00 0.02
C 3.294241 3.453010 -12.568982 0.00 0.01 0.01
C 6.905387 3.235102 1.249051 0.00 -0.01 0.00
H 4.955228 1.359140 -5.109850 0.02 0.01 0.01
H -11.462306 -3.765046 7.823294 0.02 0.01 0.00
O 0.423117 -3.292045 0.194914 0.00 -0.01 -0.02
H 7.580960 5.103701 0.436121 0.00 0.00 0.00
C -8.864526 -3.281451 5.546526 -0.06 0.15 0.45
C 4.757031 4.432393 -6.313328 0.02 -0.01 0.06
H -8.961197 -3.938525 7.638019 -0.02 0.08 0.01
H -5.800668 -0.199192 4.123793 -0.09 0.01 0.00
C 4.453916 -1.227645 -2.284352 -0.03 -0.03 -0.03
C 0.287714 -3.096028 4.342388 0.00 0.01 -0.02
H 4.861411 -2.442706 4.222199 0.00 0.00 0.00
H -4.144764 -3.426355 8.076920 0.03 0.04 0.05
H -2.013512 -3.690018 0.346864 0.03 0.00 0.00
O 3.213440 2.529957 -7.662485 0.02 -0.03 0.01
C 6.350984 1.996710 0.974083 0.03 0.04 0.04
C -3.263966 -3.836903 2.094181 0.04 0.00 0.00
H -8.497759 -4.080420 4.892315 0.01 0.06 -0.06
C 1.574492 -2.950248 3.604393 -0.03 -0.01 0.00
H 7.157189 3.498330 2.267950 0.01 0.00 0.00
H 2.145774 1.659203 -12.298209 0.00 0.00 0.00
C 4.004806 -2.726899 2.275006 0.01 -0.02 0.01
N -11.322948 0.606011 7.031967 0.03 0.02 0.04
H 5.701723 5.340323 -4.630764 0.03 -0.01 0.00
C -3.304589 -3.791050 3.483128 0.03 -0.11 -0.07
O 6.060779 3.035384 -3.674116 0.03 0.08 0.08
C -0.897956 -3.425315 2.145860 0.03 0.01 0.01
H -11.129775 1.284476 6.307527 -0.03 -0.02 0.04
C 2.717566 2.438827 -11.812112 0.00 0.00 0.01
C 4.220009 -0.593563 -4.592741 0.01 0.00 0.00
C 6.019319 6.384492 -7.837742 0.03 0.01 0.05
C 6.201648 6.347132 -6.464502 -0.04 -0.01 -0.05
C 5.864918 2.250144 -2.769961 -0.05 -0.09 -0.06
C 5.440850 0.311641 -0.605640 -0.02 0.02 -0.02
C 5.038891 0.001501 -2.006357 0.01 0.02 0.02
H 4.262140 3.669504 -5.729338 0.01 -0.02 -0.02
H 4.948336 -2.638960 1.755001 0.00 0.05 0.00
H -4.550245 -1.757825 8.391765 0.01 0.02 -0.03
O -7.350870 -1.172425 5.430784 -0.06 -0.20 -0.58
C -2.064354 -3.655231 1.426530 -0.06 0.00 0.00
C 6.809559 3.809934 -1.083851 0.01 0.04 0.04
H 3.891326 -0.821252 -5.598076 0.00 0.00 0.00
C 5.226714 0.929609 -3.032546 0.00 0.02 0.03
C -9.601721 -3.919708 6.752745 -0.13 -0.32 -0.31
H 6.843682 7.075730 -5.986786 -0.01 0.01 0.00
C 4.812952 0.628510 -4.325099 -0.02 -0.02 -0.03
C 3.609173 3.422747 -9.810721 0.01 0.02 0.03
B -5.366222 -2.505032 6.518966 -0.16 -0.27 -0.01
H 3.583802 -2.478759 -3.785719 -0.01 0.00 0.00
H 6.984022 4.502240 -1.896065 -0.02 -0.02 -0.02
O 5.520855 6.387425 -10.595662 0.01 0.01 -0.01
C 2.871846 2.424774 -10.436643 -0.03 -0.02 -0.05
O -5.178292 -2.050290 5.208153 0.27 0.76 0.48
H -9.682940 -1.496065 7.603525 0.01 -0.04 -0.07
C 2.742545 -2.727748 4.323668 0.06 0.01 0.00
H 2.861768 -3.018673 0.476274 -0.04 0.01 0.00
H -4.171380 -4.014773 1.531692 0.00 -0.01 0.00
H -10.908176 -0.837095 5.519223 0.00 -0.03 0.00
H -9.814373 -4.964388 6.517650 -0.02 -0.03 0.06
H -12.432058 -1.046098 6.388262 0.02 0.00 -0.12
C 6.020757 1.659264 -0.332655 -0.01 -0.02 -0.03
H 3.168079 3.464573 -13.643685 0.00 0.00 0.00
```
Forces are in eV/Å.

Multiplicity: 1
Charge: 0
Structure (SMILES): O=C1c2ccccc2C(=O)c2ccccc21.O=C1c2ccccc2C(=O)c2ccccc21.O=C1c2ccccc2C(=O)c2ccccc21.CB1OBOB(CCCCCN)O1
M, g/mol: 807.28
Orbital gap, eV: 8.08
Total energy, eV: -72381.198
LUMO level, eV: -1.113

=====

C3H10N2O2 | ωB97M-V/def2-TZVPD

Structure (XYZ):
```
17
Properties=species:S:1:pos:R:3:forces:R:3
H 0.572099 0.138982 -0.840541 -0.46 -0.98 0.05
H -1.235740 1.838830 -0.638597 0.27 0.03 -0.12
C -0.226579 0.142673 1.148693 -2.91 -3.16 0.43
H -2.500458 0.962327 -2.775250 2.17 -1.21 0.90
C -1.430155 0.808938 -0.937467 -1.36 -0.28 0.39
H -2.383053 0.551119 -0.460800 0.04 0.13 0.15
H -1.270867 -0.341636 -2.538616 -1.13 1.44 -0.67
C -0.392796 -0.149815 -0.363006 0.91 3.18 0.31
H 3.679693 -1.690912 -0.908587 -0.37 -0.61 1.25
N -1.540422 0.662972 -2.388063 -0.40 -0.59 -0.61
H 1.408026 -1.077708 1.155552 1.36 -0.18 -0.97
H 1.208657 0.092717 2.434016 -0.16 -2.07 -0.69
H -0.713430 -1.165515 -0.481874 0.25 -0.70 -0.15
H 3.201362 -0.421676 -1.110273 -0.78 0.56 1.03
N 0.789623 -0.618772 1.761578 -0.82 3.79 1.98
O 3.124303 -1.075116 -0.381375 1.14 0.03 -2.26
O -1.175993 0.574279 1.814005 2.24 0.60 -1.01
```
Forces are in eV/Å.

Multiplicity: 1
Charge: 0
Energy relative to the best compared isomer or geometry (same formula, charge and spin), eV: 1.799
Structure (SMILES): NCCC(N)=O.O
M, g/mol: 106.12
Orbital gap, eV: 9.40
Total energy, eV: -10347.689
LUMO level, eV: 0.341

=====

C30H41ClN3O10PSc | ωB97M-V/def2-TZVPD

Structure (XYZ):
```
87
Properties=species:S:1:pos:R:3:forces:R:3
C -2.900049 4.568580 3.770024 0.01 0.00 0.01
O 1.279336 1.522151 -2.460396 0.01 0.13 -0.48
C 0.148066 6.196979 1.368217 0.01 0.00 -0.02
H -3.591998 3.893247 4.268597 0.00 0.02 0.01
H -5.036555 -3.143616 -2.619250 -0.03 0.01 -0.01
O 1.006676 -0.684796 -3.165701 0.08 0.18 -0.38
H -5.409674 0.587321 0.291909 -0.01 -0.03 0.02
N 1.872292 1.108947 1.681263 0.16 -0.38 0.36
H -0.500803 3.568600 -1.482067 -0.03 0.00 -0.02
O -3.357204 -2.840275 -1.430433 -0.13 0.00 -0.11
C -4.347192 0.438918 0.429711 0.10 0.09 -0.04
H 0.930353 -2.361613 -0.047425 -0.05 0.00 0.02
H 3.091152 -5.109538 0.926493 0.00 -0.01 0.01
H -1.074314 1.839724 2.581804 0.01 0.04 0.03
H 6.177508 0.302926 0.552783 0.01 0.00 -0.01
C 2.369494 -0.290635 -0.233769 0.04 0.17 -0.47
H 6.134789 2.460537 1.424933 0.00 0.01 0.02
H 1.708109 5.659111 0.000153 0.00 0.03 0.00
H 5.505885 -1.177021 -1.317793 0.01 0.01 0.00
H 3.301555 -4.002298 -0.441820 0.00 0.00 -0.02
O 0.844321 1.076649 -4.781874 0.05 0.08 -0.26
O -1.792628 3.787775 3.387312 0.04 0.01 -0.09
H 6.380720 1.186762 2.644742 0.00 0.01 -0.01
C 5.129247 0.133470 0.346356 0.04 0.02 -0.01
C -4.773639 -2.866001 -1.595923 0.12 -0.01 0.10
H -5.203440 -1.894561 -1.341380 -0.04 0.01 -0.02
H 1.481806 -6.590308 -0.366552 0.02 0.01 0.01
O -1.120209 -1.846089 -1.404448 -0.33 -0.15 -0.29
C -0.798205 5.713767 2.277597 -0.02 0.00 0.01
H -3.389148 5.011708 2.897441 -0.01 0.00 0.01
C -0.708988 -3.215596 -1.128689 0.08 0.01 0.04
H -3.754816 2.198774 -0.721051 0.01 0.03 0.01
H -2.138848 -1.734366 1.883956 -0.02 -0.03 0.01
H -2.577266 -0.540905 -4.607375 0.00 0.02 -0.01
H -0.886241 -3.799637 -2.032978 0.01 -0.04 0.05
H 0.873923 -5.464865 1.909459 0.00 -0.01 0.00
C 1.147928 -5.691990 -0.892451 -0.02 -0.02 0.00
H -2.687925 -2.036660 -5.571598 0.00 0.01 0.01
H -5.157552 -3.618056 -0.909550 -0.01 0.00 -0.01
H 0.127010 -5.872598 -1.236794 -0.02 0.00 0.01
C 0.891002 3.937889 0.962556 0.07 -0.04 0.05
H 1.523932 3.245232 0.424938 0.01 -0.04 0.01
H 3.145265 -1.477072 -1.856740 -0.01 0.01 -0.01
C -2.502569 -0.880944 1.325962 0.13 0.13 -0.15
N -0.173469 -0.075568 1.196441 -0.60 -0.20 0.42
H -1.352123 -3.583492 -0.332159 0.02 0.00 -0.01
C -2.163906 -1.539375 -4.755228 0.05 -0.07 0.01
N -0.194563 2.099669 2.161481 0.30 0.21 0.04
C 3.401108 -0.871301 -0.990242 0.02 0.02 -0.02
H -2.040812 2.876025 -2.064043 0.00 0.02 0.01
H -1.106294 -1.450091 -5.002929 0.00 0.03 0.00
C 1.226044 -4.468089 0.021541 0.01 0.02 -0.07
C 4.746207 -0.697939 -0.710026 0.00 0.00 0.01
H 2.760371 -3.374231 1.104612 -0.01 0.01 0.00
H -2.611037 5.365144 4.463779 -0.01 0.00 -0.01
H -1.463672 6.400217 2.782893 0.00 0.03 -0.01
H 0.312063 -3.787260 1.869642 0.01 0.01 0.01
O -0.814206 0.748642 -3.082096 -0.07 0.02 -0.42
C 0.746756 -3.208221 -0.719993 0.01 -0.01 0.05
O -1.082417 1.917996 -0.496588 -0.17 -0.12 -0.22
C -1.538800 0.073117 0.855329 0.19 -0.31 -0.09
H -4.547061 -1.414043 1.490352 -0.01 0.01 -0.01
P -2.594351 -1.597876 -2.153288 0.42 0.00 0.25
C -1.436703 3.103921 -1.182909 -0.03 -0.05 -0.04
H -1.979037 3.771033 -0.507882 0.02 0.01 -0.02
H 1.376936 -3.055575 -1.601045 0.00 0.05 0.00
H 0.217005 7.260053 1.178164 0.00 0.01 0.00
C 2.681303 -4.226893 0.427900 0.00 -0.02 0.00
C 0.490445 1.071250 1.496427 0.06 0.22 -1.08
H 1.782675 -5.559410 -1.771586 0.00 0.01 -0.02
C 5.732142 2.016171 2.341199 0.00 -0.03 0.00
C -0.886595 4.360819 2.526778 -0.03 -0.05 0.06
Cl 0.601129 0.689588 -3.447976 -0.06 -0.24 0.78
H 5.717546 2.764524 3.131752 0.01 0.00 -0.01
O 4.403750 1.596538 2.165086 -0.04 -0.04 -0.08
C 4.150859 0.739611 1.106187 -0.01 -0.18 0.14
H 2.222162 1.755874 2.367532 0.01 -0.07 0.05
C 0.395746 -4.706080 1.285032 0.00 0.01 0.04
C -3.847291 -0.677080 1.105132 -0.27 -0.09 0.01
C -0.035213 3.440279 1.878419 -0.25 -0.13 -0.01
C -2.087394 1.163863 0.112301 0.36 0.53 0.06
H -0.613207 -5.056053 1.059961 -0.01 0.00 -0.02
C 0.979902 5.304987 0.719442 -0.01 0.03 0.01
O -2.320124 -2.344586 -3.587139 -0.13 -0.02 -0.02
Sc 0.214357 -0.002398 -0.910782 0.08 0.25 1.45
C -3.419165 1.387970 -0.090126 -0.18 -0.36 0.15
C 2.787825 0.488641 0.848505 0.00 0.24 0.21
```
Forces are in eV/Å.

Multiplicity: 1
Charge: -1
M, g/mol: 715.05
Orbital gap (spin up / spin down), eV: 3.59 / 4.13
Total energy, eV: -99226.608
LUMO level (spin up / spin down), eV: 2.621 / 2.615

=====

What did the second record say?
C3H10N2O2 | ωB97M-V/def2-TZVPD

Structure (XYZ):
```
17
Properties=species:S:1:pos:R:3:forces:R:3
H 0.572099 0.138982 -0.840541 -0.46 -0.98 0.05
H -1.235740 1.838830 -0.638597 0.27 0.03 -0.12
C -0.226579 0.142673 1.148693 -2.91 -3.16 0.43
H -2.500458 0.962327 -2.775250 2.17 -1.21 0.90
C -1.430155 0.808938 -0.937467 -1.36 -0.28 0.39
H -2.383053 0.551119 -0.460800 0.04 0.13 0.15
H -1.270867 -0.341636 -2.538616 -1.13 1.44 -0.67
C -0.392796 -0.149815 -0.363006 0.91 3.18 0.31
H 3.679693 -1.690912 -0.908587 -0.37 -0.61 1.25
N -1.540422 0.662972 -2.388063 -0.40 -0.59 -0.61
H 1.408026 -1.077708 1.155552 1.36 -0.18 -0.97
H 1.208657 0.092717 2.434016 -0.16 -2.07 -0.69
H -0.713430 -1.165515 -0.481874 0.25 -0.70 -0.15
H 3.201362 -0.421676 -1.110273 -0.78 0.56 1.03
N 0.789623 -0.618772 1.761578 -0.82 3.79 1.98
O 3.124303 -1.075116 -0.381375 1.14 0.03 -2.26
O -1.175993 0.574279 1.814005 2.24 0.60 -1.01
```
Forces are in eV/Å.

Multiplicity: 1
Charge: 0
Energy relative to the best compared isomer or geometry (same formula, charge and spin), eV: 1.799
Structure (SMILES): NCCC(N)=O.O
M, g/mol: 106.12
Orbital gap, eV: 9.40
Total energy, eV: -10347.689
LUMO level, eV: 0.341

=====

Q: multiplicity of number 3 (C30H41ClN3O10PSc)?
A: 1